# 1
80
Properties=species:S:1:pos:R:3:forces:R:3:mulliken_charge:R:1 method="wB97M-V/def2-TZVPD" total_energy_ev=-51489.9032 e_homo_ev=-6.24 e_above_lowest_kcal_mol=47.4
C -3.019550 3.545743 6.893277 -0.3 0.1 -0.3 -1.20
N -1.734713 3.630978 6.226974 0.1 -0.4 -0.3 0.07
C -0.863184 4.680955 6.718091 0.3 -0.1 0.2 -1.08
C -1.405571 2.817624 5.172124 0.3 -0.1 0.0 0.77
C -0.054018 2.429893 4.939639 -0.1 0.0 -0.2 -0.64
C 0.274915 1.622699 3.869212 -0.1 0.2 0.0 -0.73
C -0.707410 1.149219 2.954893 0.1 -0.1 -0.1 0.59
C -0.311660 0.325187 1.851274 0.0 0.7 1.0 0.22
C -1.181660 -0.128714 0.879201 -0.2 -0.7 -1.2 -0.77
C -0.825007 -1.001102 -0.171600 0.0 0.6 0.9 0.35
C -1.783943 -1.247042 -1.240708 -0.6 -0.2 -0.5 0.01
C -2.699137 -0.245015 -1.641122 0.2 -0.2 0.2 -0.79
C -3.647292 -0.494879 -2.618338 -0.1 -0.5 -0.2 -0.48
C -3.723538 -1.764369 -3.245524 0.6 0.0 0.6 0.03
N -4.681474 -2.016431 -4.230226 -0.3 0.1 -0.3 0.27
C -4.321610 -2.259809 -5.613700 0.1 -0.1 0.2 -1.05
C -6.086689 -2.200809 -3.921127 0.2 0.2 0.1 -1.03
C -2.807477 -2.772104 -2.849908 -0.4 0.5 -0.2 -0.38
C -1.865733 -2.516856 -1.868165 0.3 0.3 0.2 -0.55
C 0.464656 -1.690256 -0.205215 0.6 -0.4 -0.3 0.17
C 1.045539 -2.246496 0.953939 -0.2 0.2 -0.1 -0.81
C 2.269912 -2.893363 0.903075 0.3 0.0 -0.5 -0.36
C 2.971928 -3.013114 -0.319579 -0.7 0.4 0.0 -0.24
N 4.212916 -3.661187 -0.369067 0.4 -0.3 0.1 0.33
C 4.353409 -5.024841 -0.843342 -0.2 0.3 -0.1 -1.02
C 5.450122 -2.984981 -0.029848 -0.3 0.1 0.1 -1.02
C 2.389556 -2.470434 -1.491998 0.2 -0.3 0.5 -0.46
C 1.160510 -1.836855 -1.434048 -0.4 0.1 0.1 -0.38
C -2.063213 1.515529 3.205179 0.1 0.2 0.5 -0.99
C -2.403848 2.312679 4.288399 -0.1 -0.4 -0.4 -0.48
H -3.472947 2.561036 6.730941 0.1 0.3 0.1 0.42
H -2.881897 3.696592 7.972913 0.0 -0.1 -0.3 0.35
H -3.710119 4.321804 6.531159 0.0 -0.1 0.1 0.35
H 0.030345 4.778902 6.093297 -0.3 0.0 0.1 0.37
H -1.398961 5.642777 6.720488 0.1 -0.2 -0.1 0.35
H -0.560192 4.475249 7.754368 0.1 0.1 -0.2 0.33
H 0.721324 2.752893 5.636630 -0.2 -0.1 -0.3 0.40
H 1.313852 1.331117 3.705152 -0.3 0.2 0.1 0.31
H 0.743648 0.044808 1.801490 -0.3 0.3 -0.1 0.57
H -2.216295 0.223665 0.888875 0.4 -0.2 0.0 0.47
H -2.630016 0.749801 -1.194790 0.0 -0.3 -0.2 0.50
H -4.328994 0.294056 -2.943328 0.2 -0.3 0.1 0.43
H -3.242377 -2.125781 -5.751586 -0.3 0.0 0.0 0.32
H -4.602959 -3.278414 -5.917883 0.1 0.1 -0.1 0.34
H -4.852054 -1.553807 -6.271266 0.1 -0.1 0.1 0.32
H -6.258698 -2.089266 -2.844110 0.0 0.0 -0.3 0.31
H -6.703990 -1.468761 -4.461116 0.0 -0.1 0.1 0.32
H -6.415427 -3.205874 -4.229897 0.0 0.1 0.1 0.32
H -2.876666 -3.762976 -3.304968 0.0 0.3 0.1 0.43
H -1.191867 -3.315872 -1.547478 -0.2 0.3 -0.1 0.49
H 0.502506 -2.190377 1.899319 0.1 -0.1 -0.3 0.64
H 2.702868 -3.333992 1.803915 -0.1 0.1 -0.3 0.45
H 3.367543 -5.440164 -1.085101 0.3 0.1 0.0 0.28
H 4.988206 -5.063294 -1.740984 -0.1 -0.1 0.1 0.33
H 4.821346 -5.653204 -0.070134 -0.1 0.0 -0.1 0.32
H 5.241687 -1.953345 0.280843 0.1 -0.3 -0.1 0.29
H 5.966006 -3.506023 0.790032 0.0 0.1 -0.1 0.32
H 6.127901 -2.963695 -0.897501 -0.1 0.1 0.1 0.32
H 2.930760 -2.552348 -2.438727 -0.2 0.1 0.3 0.48
H 0.727555 -1.420561 -2.348807 0.2 -0.1 0.4 0.62
H -2.848205 1.153089 2.536971 0.2 0.2 0.3 0.35
H -3.450427 2.583407 4.449151 0.4 -0.1 -0.1 0.45
C 1.494219 3.049340 0.021297 -0.1 0.0 0.0 -1.24
N 2.251831 3.323424 1.131133 0.0 0.3 0.7 0.96
O 1.667803 3.781534 2.171241 0.4 -0.5 -0.9 -0.71
O 3.502162 3.150510 1.128454 -1.1 0.1 0.3 -0.72
C 2.023326 2.503619 -1.177865 0.2 -0.2 -0.3 1.14
C 3.309423 1.881995 -1.264201 0.0 0.0 -0.5 -0.49
C 3.774516 1.378902 -2.467261 -0.5 0.1 -0.3 -0.39
C 2.971952 1.469117 -3.629568 -0.3 0.3 1.0 -0.14
N 3.435664 0.926948 -4.858403 0.7 -0.6 -1.6 0.95
O 2.654553 0.930277 -5.839325 1.3 -0.1 1.3 -0.64
O 4.603084 0.473859 -4.914523 -1.8 0.6 0.0 -0.63
C 1.687558 2.059848 -3.574505 0.3 -0.2 0.2 -0.51
C 1.217935 2.546939 -2.370391 0.3 -0.1 0.3 -0.63
H 0.453767 3.366942 0.048232 0.4 0.0 0.3 0.36
H 3.928085 1.839368 -0.372727 -0.2 0.0 -0.4 0.49
H 4.750739 0.900307 -2.535057 -0.3 0.2 0.0 0.48
H 1.098432 2.117392 -4.489768 0.2 0.0 0.3 0.46
H 0.224762 3.006392 -2.316389 0.4 -0.1 0.0 0.35

# 2
37
Properties=species:S:1:pos:R:3:forces:R:3:mulliken_charge:R:1 method="wB97M-V/def2-TZVPD" total_energy_ev=-235053.9518 e_homo_ev=-7.85
Hf 6.439797 5.254567 5.832561 0.1 0.3 0.7 -0.15
Se 8.551687 3.754550 6.231774 0.3 0.0 0.0 -0.33
Se 9.116369 5.795746 7.248572 -0.1 -0.3 -0.5 0.12
Te 8.043802 5.885141 9.554903 0.4 0.0 0.2 0.02
Se 6.054459 4.811723 8.603015 -0.6 0.1 -0.2 -0.06
I 6.229513 5.574239 3.099499 0.2 0.0 -0.1 -0.30
I 3.899460 4.247463 6.102945 -0.5 -0.6 -0.3 -0.22
C 4.993382 10.028146 6.427379 -0.9 -1.0 -0.6 -1.63
C 5.498921 8.743555 7.101895 -0.6 0.3 0.5 1.01
C 4.981995 7.583019 6.281380 0.3 -0.2 -0.5 -0.76
C 6.982715 8.902037 7.275862 0.2 0.2 0.4 -0.54
C 7.382741 10.063782 7.940737 0.1 0.0 0.4 -0.76
C 8.682828 10.475097 7.980733 1.0 0.3 -0.8 -1.15
C 9.635807 9.866247 7.149113 -1.1 -0.9 0.1 -0.52
C 9.275157 8.678947 6.499640 0.6 1.1 0.1 0.39
C 10.087290 8.173114 5.316171 -0.9 -0.6 0.1 1.45
C 11.475934 8.742040 5.247000 0.1 1.1 0.3 -1.89
C 9.291995 8.499430 4.034107 0.6 0.3 0.4 -1.30
C 7.997165 8.128076 6.738216 -0.2 -0.4 -0.8 0.25
N 7.805449 6.767919 6.315687 0.2 0.1 0.4 1.07
H 3.904203 9.946446 6.256322 0.4 0.2 0.1 0.43
H 5.479157 10.121927 5.467050 0.1 0.0 -0.5 0.40
H 5.201972 10.923540 6.944413 0.1 0.9 0.8 0.47
H 5.039473 8.654685 8.107516 0.1 0.1 -0.4 0.33
H 5.571907 7.404758 5.359799 0.0 0.4 0.1 -0.02
H 3.978666 7.784697 5.873310 0.2 -0.3 0.5 0.37
H 4.962356 6.694046 6.920873 -0.4 0.1 0.1 0.04
H 6.676357 10.681048 8.471337 -0.4 -0.1 0.0 0.47
H 8.934350 11.390746 8.489168 0.1 0.1 0.2 0.41
H 10.590662 10.324003 6.968275 0.2 0.1 0.1 0.35
H 10.138864 7.079769 5.327398 0.2 0.1 0.1 -0.07
H 11.428541 9.844460 5.180568 0.1 -0.4 0.0 0.34
H 11.995153 8.435272 4.360274 0.2 -0.4 -0.5 0.46
H 12.085943 8.496329 6.114454 0.0 -0.1 0.1 0.40
H 9.261248 9.584697 3.913996 -0.3 0.0 -0.1 0.28
H 8.299956 8.053614 3.983305 0.0 0.1 0.2 0.15
H 9.890559 8.090039 3.243482 0.1 -0.1 -0.8 0.49

# 3
11
Properties=species:S:1:pos:R:3:forces:R:3:mulliken_charge:R:1 method="wB97M-V/def2-TZVPD" total_energy_ev=-33894.6545 e_homo_ev=-9.80 e_above_lowest_kcal_mol=4.3
H -1.333296 -1.310770 -1.612407 -1.4 0.0 -0.5 0.22
N -0.385102 -1.301285 -1.336452 1.4 1.0 1.5 -0.59
C -0.159572 -0.417123 -0.430397 -0.9 -1.4 -0.7 0.29
N -1.113300 0.354998 0.230398 -0.4 -0.1 -0.5 -0.32
S -0.996714 1.967054 0.840388 0.4 -1.1 0.3 -0.10
C 1.269510 -0.335463 0.033779 0.8 -0.1 0.0 0.64
F 1.390382 -0.144854 1.366053 -0.3 -0.1 -0.2 -0.21
F 1.986933 -1.424287 -0.285213 -0.5 -0.2 0.4 -0.22
Cl 2.015087 0.968827 -0.829410 0.5 1.2 -0.3 -0.12
H -2.051397 0.077732 -0.060798 0.4 0.4 0.3 0.25
H -0.622531 1.565171 2.084060 -0.2 0.4 -0.3 0.15

# 4
8
Properties=species:S:1:pos:R:3:forces:R:3:mulliken_charge:R:1 method="wB97M-V/def2-TZVPD" total_energy_ev=-19428.7241 e_homo_ev=-3.17 total_charge=-1 smiles="NSN([O-])N=O" e_above_lowest_kcal_mol=59.5
N -1.940724 0.620834 -0.104202 0.0 -0.9 2.1 -0.52
S -0.205052 0.891790 -0.013071 0.4 0.7 -0.9 -0.20
N 1.156335 -0.750014 -0.041358 -3.4 1.5 0.3 0.70
O 0.747245 -1.912714 -0.026236 -0.1 -1.1 0.0 -0.72
N 2.227148 -0.223931 -0.103691 3.5 -1.7 -0.2 -0.11
O 2.492930 0.992170 -0.090002 -0.8 1.3 0.1 -0.62
H -2.140950 0.615884 0.935069 -0.5 -0.5 -1.9 0.23
H -2.336930 -0.234018 -0.556506 0.9 0.8 0.6 0.23

# 5
36
Properties=species:S:1:pos:R:3:forces:R:3:mulliken_charge:R:1 method="wB97M-V/def2-TZVPD" total_energy_ev=-71528.0673 e_homo_ev=-11.25 total_charge=+1
Al -0.538789 0.906543 1.264329 0.5 -0.3 -0.1 0.43
O 0.219986 -2.079604 -2.921042 0.0 0.1 0.1 -0.50
C -1.118119 -2.090099 -2.737386 0.0 0.0 0.0 0.97
C -1.933010 -2.916416 -3.505944 0.0 -0.1 -0.1 -0.80
C -3.301140 -2.936752 -3.320446 0.0 0.0 0.0 -0.51
C -3.889758 -2.130513 -2.353025 0.0 0.0 0.0 -0.86
C -3.088434 -1.312998 -1.584286 0.0 0.0 0.0 -0.38
C -1.697754 -1.268141 -1.755654 0.0 0.0 0.0 0.15
C -0.923547 -0.369317 -0.890289 0.0 0.0 0.2 0.59
O -1.633926 0.247000 0.092902 -0.1 -0.2 -0.2 -0.31
N 0.358952 -0.184259 -1.024639 0.0 0.0 0.0 -0.76
N 0.785497 0.690417 -0.023326 -0.4 -0.1 0.1 0.39
C 1.859760 1.385287 -0.116719 0.2 0.1 0.0 -0.04
C 2.165191 2.430532 0.837303 -0.1 0.0 0.0 0.78
C 3.387960 3.104817 0.694868 0.0 0.0 0.0 -0.73
C 3.708936 4.180304 1.489401 0.0 0.0 0.0 -0.74
C 2.790787 4.619312 2.442851 0.0 0.0 0.0 -0.37
C 1.574572 3.981711 2.605666 0.0 0.1 0.1 -0.52
C 1.249136 2.884661 1.822414 0.1 -0.2 -0.1 0.39
O 0.057396 2.280493 2.040663 -0.2 0.3 0.3 -0.63
H 0.443140 -2.646224 -3.667663 0.0 0.0 0.0 0.34
H -1.477824 -3.547073 -4.262745 0.0 0.0 0.0 0.30
H -3.912847 -3.588103 -3.932182 0.0 0.0 0.0 0.40
H -4.961804 -2.137563 -2.207648 0.0 0.0 0.0 0.42
H -3.526221 -0.670755 -0.834817 0.0 0.0 0.0 0.49
H 2.523097 1.212318 -0.962387 0.0 0.0 0.0 0.45
H 4.082905 2.761101 -0.063172 0.0 0.0 0.0 0.37
H 4.657461 4.685214 1.367334 0.0 0.0 0.0 0.41
H 3.027405 5.473753 3.064771 0.0 0.0 0.0 0.38
H 0.859981 4.318474 3.345541 0.0 0.0 0.0 0.46
Cl 1.123054 -3.766055 3.492318 0.2 0.0 0.1 -0.05
C -0.270764 -3.302853 2.545749 -0.1 0.0 -0.2 0.75
Cl -1.768528 -3.852917 3.276734 -0.1 0.0 0.0 -0.06
Cl -0.130549 -3.838775 0.870604 0.0 0.0 0.0 -0.04
C -0.326241 -1.830679 2.486254 0.1 -0.3 0.2 -0.02
N -0.375963 -0.692847 2.423669 -0.2 0.4 -0.3 -0.14

# 6
19
Properties=species:S:1:pos:R:3:forces:R:3:mulliken_charge:R:1 method="wB97M-V/def2-TZVPD" total_energy_ev=-5410.6502 e_homo_ev=-10.93 smiles=CCC.CC e_above_lowest_kcal_mol=32.3
C -1.795956 -0.639081 1.485451 0.1 1.1 -0.2 -1.06
C -0.630139 0.352960 1.383367 1.5 0.0 -0.4 -0.08
C -0.613318 1.513849 2.452962 -0.8 0.2 -1.0 -0.91
H -2.485640 -0.078736 0.822070 -0.8 -1.3 0.7 0.27
H -2.104557 -0.776137 2.533577 -0.3 0.5 -0.4 0.30
H -1.568893 -1.667286 1.178121 0.0 0.5 -0.6 0.29
H 0.316991 -0.210176 1.547895 -0.4 0.4 -0.2 0.25
H -0.563358 0.769587 0.301797 -0.1 -0.6 1.8 0.16
H 0.500864 1.737862 2.555887 -1.7 -0.1 1.0 0.27
H -1.091246 2.455354 2.082208 0.5 -0.7 -0.1 0.26
H -1.343600 1.274652 3.313300 2.1 0.0 -0.7 0.25
C 1.951923 -0.078968 -2.337314 0.0 1.0 2.0 -0.72
C 0.879242 -1.096415 -2.662615 -0.3 0.2 2.5 -0.80
H 2.698198 -0.549535 -1.667515 -0.4 0.3 0.0 0.23
H 2.574601 0.151992 -3.217204 -0.7 0.7 0.2 0.31
H 1.472921 0.813083 -1.733411 1.4 -1.4 -1.5 0.19
H 0.502961 -1.626338 -1.730823 1.0 0.1 -1.0 0.19
H 1.331450 -1.723325 -3.376767 -0.3 -1.3 -0.9 0.34
H -0.032445 -0.623344 -2.930988 -0.6 0.4 -1.2 0.26